ORCA calculation (ωB97M-V with the def2-TZVPD basis set) on a molecular structure, C4H5N3O in a non-equilibrium geometry.

CARTESIAN COORDINATES (ANGSTROEM)
O  0.561488  -0.985297  -2.126326
N  -1.928614  -1.507940  -0.751379
N  -1.174817  0.301443  0.570604
N  0.374724  1.929669  1.448144
C  1.140794  0.083921  0.201807
C  0.269633  -0.733749  -0.891971
C  0.040787  0.872518  0.676053
C  -1.046295  -0.746281  -0.299048
H  2.211400  0.550076  -0.375220
H  1.527817  1.840231  1.350140
H  1.641763  -0.646895  1.052239
H  -2.150807  1.098250  0.806433
H  -1.467872  -2.055946  -1.661474

Cartesian forces (eV/Å) of the 2 atoms listed first:
O -1.5 0.7 6.1
N -0.1 -2.2 -2.8

Properties
* HOMO energy: -9.50 eV
* total energy: -394.7723 Eh
* frontier orbital gap: 8.9 eV
* lowest unoccupied orbital energy: -0.6331 eV
* relative energy (zero: lowest compared OMol25 entry of this formula, charge and spin): 122.5 kcal per mole
* molar mass: 111.104 g/mol

Löwdin population analysis, charges in e, atoms 1 to 5: 0.05, 0.16, 0.12, 0.08, -0.09

=====

ORCA calculation (ωB97M-V with the def2-TZVPD basis set) on 2 unconnected molecules or ions with the total composition C4H5N3O2 in a non-equilibrium geometry.

CARTESIAN COORDINATES (ANGSTROEM)
O  2.392401  0.612603  -1.019239
O  2.287241  0.457530  1.500204
N  0.236210  -0.012234  1.628806
N  1.749996  0.318034  0.023583
N  -0.039994  1.951066  -1.428381
C  0.520935  -0.140997  0.319247
C  -0.370189  -1.058041  -0.431232
C  1.212130  0.358749  2.258858
C  0.515376  1.478349  -2.309107
H  0.942584  1.129778  -3.130059
H  0.163106  -1.198626  -1.309273
H  1.488017  0.319346  3.284544
H  -1.316293  -0.614537  -0.611722
H  -0.377537  -2.064182  -0.033084

Cartesian forces (eV/Å) of the 2 atoms listed first:
O -0.3 -1.0 2.7
O 2.0 2.1 -2.0

Properties
* SMILES string: Cc1nco[n+]1[O-].C#N
* HOMO energy (spin up / spin down): -9.07 / -9.07 eV
* total energy: -469.9779 Eh
* frontier orbital gap (spin up / spin down): 9.6 / 9.6 eV
* lowest unoccupied orbital energy (spin up / spin down): 0.5177 / 0.5175 eV
* relative energy (zero: lowest compared OMol25 entry of this formula, charge and spin): 164.3 kcal per mole
* molar mass: 127.103 g/mol

Löwdin population analysis, charges in e, atoms 1 to 5: -0.04, 0.08, 0.14, -0.09, 0.11

=====

ORCA calculation (ωB97M-V with the def2-TZVPD basis set) on a molecular structure, C4H5N3O2 in a non-equilibrium geometry.

CARTESIAN COORDINATES (ANGSTROEM)
O  -1.893392  1.607481  -0.198596
O  3.853991  0.666885  0.315526
N  -0.325589  -0.390623  -0.118291
N  0.748781  -1.062734  -0.004274
N  -2.937037  0.808647  0.186860
C  2.039772  -0.740725  -0.147210
C  -2.647098  -0.575978  0.164675
C  -1.406710  -1.130365  0.020007
C  2.578234  0.657585  -0.242833
H  -0.689304  0.721409  0.413656
H  -1.486485  -2.232596  -0.278536
H  -3.552773  -1.219382  0.074714
H  1.690334  1.493354  -0.307131
H  2.565162  -1.707846  -0.056043

Cartesian forces (eV/Å) of the 2 atoms listed first:
O -2.9 -3.0 2.7
O -7.5 1.4 -4.0

Properties
* HOMO energy: -9.30 eV
* total energy: -469.8643 Eh
* frontier orbital gap: 7.2 eV
* lowest unoccupied orbital energy: -2.1101 eV
* relative energy (zero: lowest compared OMol25 entry of this formula, charge and spin): 235.6 kcal per mole
* molar mass: 127.103 g/mol

Löwdin population analysis, charges in e, atoms 1 to 5: -0.19, -0.08, -0.07, -0.02, 0.01

=====

ORCA calculation (ωB97M-V with the def2-TZVPD basis set) on a single C4H5N3O3 molecule in a non-equilibrium geometry.

CARTESIAN COORDINATES (ANGSTROEM)
O  0.563522  -3.455553  -0.349251
O  0.520294  -1.171050  -0.369924
O  1.731910  0.627764  -1.250981
N  -0.068691  1.048226  0.170510
N  -0.026701  2.357187  0.054686
N  -1.063923  2.822698  0.586234
C  -1.125470  0.676485  0.937614
C  0.797073  0.164974  -0.356808
C  -1.828294  1.840355  1.119997
C  1.037330  -2.275922  -0.804365
H  1.755902  -2.303689  -1.649373
H  -2.613979  1.990516  1.921003
H  1.382101  1.334579  -1.702470
H  0.087323  -3.210767  0.491086
H  -1.148397  -0.445802  1.202043

Cartesian forces (eV/Å) of the 2 atoms listed first:
O -1.2 1.0 1.6
O -4.1 3.5 2.3

Properties
* HOMO energy (spin up / spin down): -6.02 / -10.23 eV
* total energy: -545.1860 Eh
* frontier orbital gap (spin up / spin down): 6.4 / 9.9 eV
* lowest unoccupied orbital energy (spin up / spin down): 0.4097 / -0.3177 eV
* relative energy (zero: lowest compared OMol25 entry of this formula, charge and spin): 16.7 kcal per mole
* multiplicity: 3
* molar mass: 143.102 g/mol

Löwdin population analysis, charges in e, atoms 1 to 5: 0.04, 0.05, 0.14, -0.08, 0.03

=====

ORCA calculation (ωB97M-V with the def2-TZVPD basis set) on 2 unconnected molecules or ions with the total composition C4H5N3O3S in a non-equilibrium geometry.

CARTESIAN COORDINATES (ANGSTROEM)
S  -1.315160  0.748275  0.135474
O  -1.224694  0.383815  -1.426356
O  -1.964929  2.008700  0.310539
O  0.055969  0.812242  0.656049
N  0.513301  -2.330734  0.104162
N  3.645455  0.969245  0.901374
N  1.540940  0.209246  -1.603071
C  -2.135239  -0.490888  0.994492
C  2.819873  0.388970  0.380942
C  1.836645  -0.202724  -0.439193
C  1.063808  -1.335072  -0.087951
H  -1.418415  -1.211203  1.180486
H  -0.286487  0.063358  -1.496412
H  -2.395199  -0.088860  2.025394
H  -2.872464  -1.041239  0.275518
H  2.136594  1.116869  -1.911446

Cartesian forces (eV/Å) of the 2 atoms listed first:
S 2.0 3.4 0.6
O 0.0 -0.4 1.7

Properties
* SMILES string: CS(=O)(=O)O.N#CC(=N)C#N
* HOMO energy: -11.27 eV
* total energy: -943.4929 Eh
* frontier orbital gap: 9.9 eV
* lowest unoccupied orbital energy: -1.3881 eV
* relative energy (zero: lowest compared OMol25 entry of this formula, charge and spin): 47.6 kcal per mole
* molar mass: 175.169 g/mol

Löwdin population analysis, charges in e, atoms 1 to 5: 0.58, -0.16, -0.27, -0.33, 0.23

=====

ORCA calculation (ωB97M-V with the def2-TZVPD basis set) on a single C4H5N3O4 molecule in a non-equilibrium geometry.

CARTESIAN COORDINATES (ANGSTROEM)
O  1.188919  0.081117  2.517554
O  2.598128  -0.006339  0.132786
O  -2.461859  -0.777657  2.473579
O  -0.662420  -1.942896  2.928393
N  0.794940  0.426654  -1.083948
N  -1.318121  -1.132651  2.240881
N  0.551194  -0.173718  1.261686
C  1.415245  0.108012  0.153241
C  -0.863096  0.920270  -2.595752
C  -0.604524  -0.744209  1.133049
C  -0.476117  0.665155  -1.252127
H  -1.646522  1.802605  -2.685316
H  -0.058544  0.938106  -3.283376
H  1.530437  -0.697404  2.970934
H  -1.442647  0.064785  -3.144107
H  1.454986  0.468170  -1.767477

Cartesian forces (eV/Å) of the 2 atoms listed first:
O -0.5 1.8 -0.6
O 0.2 0.0 1.2

Properties
* HOMO energy: -8.47 eV
* total energy: -620.3183 Eh
* frontier orbital gap: 7.4 eV
* lowest unoccupied orbital energy: -1.0458 eV
* relative energy (zero: lowest compared OMol25 entry of this formula, charge and spin): 239.3 kcal per mole
* molar mass: 159.101 g/mol

Löwdin population analysis, charges in e, atoms 1 to 5: 0.06, 0.17, 0.10, 0.05, 0.08

=====

ORCA calculation (ωB97M-V with the def2-TZVPD basis set) on a single C4H5N3S molecule in a non-equilibrium geometry.

CARTESIAN COORDINATES (ANGSTROEM)
S  0.511759  -2.658505  -0.344429
N  0.220083  1.072110  1.239044
N  0.569855  -0.159553  0.997746
N  -0.750142  3.017470  0.653603
C  -0.341861  -0.305651  -1.217644
C  -0.321154  1.757399  0.241812
C  -0.590282  1.107308  -1.139739
C  0.369897  -0.874511  -0.084516
H  -0.747342  -0.713563  -2.137016
H  -1.499452  3.661977  -0.056448
H  -0.946529  1.755298  -1.892014
H  -0.593077  3.445750  1.612874
H  0.620088  -3.230852  0.951243

Cartesian forces (eV/Å) of the 2 atoms listed first:
S 0.6 -0.3 1.7
N -0.2 0.5 -1.2

Properties
* SMILES string: Nc1ccc(S)nn1
* HOMO energy: -8.23 eV
* total energy: -717.7745 Eh
* frontier orbital gap: 8.7 eV
* lowest unoccupied orbital energy: 0.4374 eV
* relative energy (zero: lowest compared OMol25 entry of this formula, charge and spin): 74.8 kcal per mole
* molar mass: 127.172 g/mol

Löwdin population analysis, charges in e, atoms 1 to 5: 0.72, 0.02, -0.03, 0.03, -0.11

=====

ORCA calculation (ωB97M-V with the def2-TZVPD basis set) on a single C4H5N3S molecule in a non-equilibrium geometry.

CARTESIAN COORDINATES (ANGSTROEM)
S  1.937580  -1.278154  2.063658
N  -0.740889  0.727390  -1.233053
N  -0.678645  2.647338  -0.066096
N  0.134547  0.747993  1.209634
C  0.307353  -1.202083  -0.221056
C  -0.484921  -0.707264  -1.256352
C  0.540691  -0.457736  0.989077
C  -0.383327  1.471322  -0.090973
H  0.430599  -2.340704  0.028030
H  -1.153425  1.343273  -1.828888
H  -0.611638  2.959064  1.088513
H  1.365386  -2.649601  1.567426
H  -0.663312  -1.260839  -2.249920

Cartesian forces (eV/Å) of the 2 atoms listed first:
S -3.6 -2.0 -2.0
N 2.9 -4.6 3.5

Properties
* SMILES string: [H]/N=c1\nc(S)cc[nH]1
* HOMO energy: -8.78 eV
* total energy: -717.7582 Eh
* frontier orbital gap: 8.7 eV
* lowest unoccupied orbital energy: -0.0965 eV
* relative energy (zero: lowest compared OMol25 entry of this formula, charge and spin): 85.0 kcal per mole
* molar mass: 127.172 g/mol

Löwdin population analysis, charges in e, atoms 1 to 5: 0.64, 0.08, 0.08, 0.10, -0.17

=====

ORCA calculation (ωB97M-V with the def2-TZVPD basis set) on a single C4H5NO molecule in a non-equilibrium geometry.

CARTESIAN COORDINATES (ANGSTROEM)
O  0.336656  1.292192  -0.465530
N  -2.029506  -1.292416  -1.297446
C  -1.117397  -0.677878  -0.918306
C  -0.746786  1.451443  0.365349
C  -0.012122  -0.029819  -0.273484
C  1.178662  -0.921343  0.167968
H  1.193182  -1.063731  1.254926
H  -1.435810  2.278814  0.035730
H  2.128305  -0.427810  -0.118314
H  -0.730615  1.219615  1.428469
H  1.165299  -1.921900  -0.305350

Cartesian forces (eV/Å) of the 2 atoms listed first:
O 0.3 0.2 -0.1
N 1.1 0.7 0.3

Properties
* SMILES string: C[C@@]1(C#N)CO1
* HOMO energy: -9.27 eV
* total energy: -285.2798 Eh
* frontier orbital gap: 9.6 eV
* lowest unoccupied orbital energy: 0.3025 eV
* relative energy (zero: lowest compared OMol25 entry of this formula, charge and spin): 84.6 kcal per mole
* molar mass: 83.090 g/mol

Löwdin population analysis, charges in e, atoms 1 to 5: -0.03, 0.15, -0.20, -0.01, -0.38

=====

ORCA calculation (ωB97M-V with the def2-TZVPD basis set) on a single C4H5NO molecule.

CARTESIAN COORDINATES (ANGSTROEM)
O  0.401220  -1.537106  0.129847
N  -0.283090  0.648366  0.314875
C  -2.613908  0.068246  -0.470658
C  2.111485  0.139687  0.303274
C  0.710771  -0.371810  0.187917
C  -1.411754  0.346377  -0.065372
H  2.155181  0.881203  1.108414
H  2.408492  0.635222  -0.628552
H  -2.991504  0.711079  -1.248598
H  -3.231258  -0.656686  0.049039
H  2.770474  -0.706011  0.508381

Cartesian forces (eV/Å) of the 2 atoms listed first:
O 0.3 0.4 -0.1
N -0.6 -0.4 0.2

Properties
* SMILES string: C=C=NC(C)=O
* HOMO energy: -9.39 eV
* total energy: -285.3613 Eh
* frontier orbital gap: 9.9 eV
* lowest unoccupied orbital energy: 0.5017 eV
* relative energy (zero: lowest compared OMol25 entry of this formula, charge and spin): 33.4 kcal per mole
* molar mass: 83.090 g/mol

Löwdin population analysis, charges in e, atoms 1 to 5: 0.10, 0.16, 0.04, -0.01, -0.50

=====

Question: The lowest relative energy (zero: lowest compared OMol25 entry of this formula, charge and spin) belongs to which entry?
Answer: C4H5N3O3

=====

Question: The highest total energy belongs to which entry?
Answer: number 9